A 16-piece molecular cluster, C86H195N11O32 overall in a non-equilibrium geometry, computed with wB97M-V/def2-TZVPD.

Summary:
Orbital gap (eV): 8.7
E (Eh): -6403.2269

Bonds (Å) are listed after each position.
Atoms and positions in Å:
1 O 5.30 2.28 -3.33  C2 1.191
2 C 5.55 2.83 -4.35  O1 1.191, O3 1.362, C6 1.506
3 O 6.67 3.59 -4.46  C2 1.362, C4 1.443
4 C 6.89 4.08 -5.80  O3 1.443, C5 1.577, H7 1.089, H8 1.062
5 C 5.90 3.23 -6.68  C4 1.577, C6 1.539, H9 1.109, H10 1.114
6 C 4.80 2.85 -5.66  C2 1.506, C5 1.539, H11 1.103, H12 1.135
7 H 7.90 3.87 -6.15  C4 1.089
8 H 6.56 5.09 -5.87  C4 1.062
9 H 6.44 2.33 -7.02  C5 1.109
10 H 5.52 3.86 -7.51  C5 1.114
11 H 4.19 1.96 -5.89  C6 1.103
12 H 4.01 3.65 -5.57  C6 1.135
13 O 4.56 1.69 3.19  C14 1.217
14 C 4.21 1.21 2.13  O13 1.217, O15 1.358, C18 1.526
15 O 4.02 1.97 1.02  C14 1.358, C16 1.445
16 C 3.71 1.15 -0.12  O15 1.445, C17 1.506, H19 1.099, H20 1.082
17 C 4.18 -0.24 0.22  C16 1.506, C18 1.509, H21 1.087, H22 1.063
18 C 3.97 -0.24 1.71  C14 1.526, C17 1.509, H23 1.090, H24 1.117
19 H 4.24 1.58 -0.98  C16 1.099
20 H 2.63 1.19 -0.26  C16 1.082
21 H 5.24 -0.35 0.01  C17 1.087
22 H 3.60 -0.96 -0.32  C17 1.063
23 H 4.57 -0.91 2.32  C18 1.090
24 H 2.91 -0.50 1.95  C18 1.117
25 O -3.82 -0.75 -7.53  C26 1.218
26 C -4.29 -1.72 -6.96  O25 1.218, O27 1.309, C30 1.521
27 O -5.58 -1.87 -6.81  C26 1.309, C28 1.446
28 C -5.91 -3.23 -6.41  O27 1.446, C29 1.532, H31 1.085, H32 1.063
29 C -4.67 -3.80 -5.72  C28 1.532, C30 1.545, H33 1.103, H34 1.102
30 C -3.56 -2.90 -6.32  C26 1.521, C29 1.545, H35 1.120, H36 1.114
31 H -6.17 -3.72 -7.34  C28 1.085
32 H -6.75 -3.14 -5.76  C28 1.063
33 H -4.51 -4.85 -6.01  C29 1.103
34 H -4.66 -3.74 -4.62  C29 1.102
35 H -2.93 -3.34 -7.13  C30 1.120
36 H -2.97 -2.40 -5.53  C30 1.114
37 O -3.82 -0.29 -4.16  C38 1.205
38 C -4.13 0.82 -4.53  O37 1.205, O39 1.337, C42 1.502
39 O -3.31 1.83 -4.24  C38 1.337, C40 1.472
40 C -3.84 3.10 -4.77  O39 1.472, C41 1.510, H43 1.109, H44 1.096
41 C -4.67 2.64 -5.94  C40 1.510, C42 1.548, H45 1.059, H46 1.057
42 C -5.25 1.30 -5.41  C38 1.502, C41 1.548, H47 1.089, H48 1.125
43 H -2.89 3.61 -5.06  C40 1.109
44 H -4.38 3.69 -4.02  C40 1.096
45 H -4.14 2.42 -6.83  C41 1.059
46 H -5.43 3.31 -6.24  C41 1.057
47 H -5.42 0.58 -6.20  C42 1.089
48 H -6.14 1.37 -4.74  C42 1.125
49 O 4.25 5.58 -3.76  C50 1.218
50 C 4.53 5.42 -2.58  O49 1.218, O51 1.360, C54 1.522
51 O 3.55 5.24 -1.66  C50 1.360, C52 1.462
52 C 4.13 5.09 -0.32  O51 1.462, C53 1.562, H55 1.091, H56 1.102
53 C 5.62 4.73 -0.61  C52 1.562, C54 1.495, H57 1.064, H58 1.124
54 C 5.91 5.37 -1.93  C50 1.522, C53 1.495, H59 1.107, H60 1.130
55 H 3.66 4.26 0.21  C52 1.091
56 H 4.00 6.02 0.25  C52 1.102
57 H 5.70 3.67 -0.57  C53 1.064
58 H 6.29 5.15 0.19  C53 1.124
59 H 6.58 4.85 -2.64  C54 1.107
60 H 6.34 6.41 -1.89  C54 1.130
61 C 1.98 0.95 5.85  O62 1.429, H70 1.065, H71 1.092, H72 1.138
62 O 0.57 1.12 5.72  C61 1.429, C63 1.403
63 C -0.06 -0.07 5.34  O62 1.403, C64 1.527, H73 1.111, H74 1.099
64 C -1.54 0.27 5.22  C63 1.527, N65 1.449, H75 1.181, H76 1.086
65 N -2.21 0.63 6.45  C64 1.449, C66 1.432, H77 0.974
66 C -2.61 -0.46 7.29  N65 1.432, C67 1.526, H78 1.111, H79 1.119
67 C -3.73 -1.34 6.73  C66 1.526, O68 1.452, H80 1.111, H81 1.126
68 O -3.93 -2.44 7.65  C67 1.452, C69 1.421
69 C -5.08 -3.22 7.36  O68 1.421, H82 1.096, H83 1.076, H84 1.091
70 H 2.47 1.89 5.91  C61 1.065
71 H 2.37 0.33 5.03  C61 1.092
72 H 2.17 0.39 6.82  C61 1.138
73 H 0.12 -0.82 6.14  C63 1.111
74 H 0.34 -0.49 4.40  C63 1.099
75 H -2.00 -0.60 4.57  C64 1.181
76 H -1.57 1.09 4.50  C64 1.086
77 H -2.90 1.28 6.24  N65 0.974
78 H -2.84 -0.09 8.31  C66 1.111
79 H -1.73 -1.14 7.47  C66 1.119
80 H -3.43 -1.77 5.75  C67 1.111
81 H -4.64 -0.70 6.59  C67 1.126
82 H -5.01 -4.00 8.12  C69 1.096
83 H -4.95 -3.53 6.34  C69 1.076
84 H -5.99 -2.65 7.55  C69 1.091
85 C 0.56 8.07 -1.30  O86 1.443, H94 1.098, H95 1.126, H96 1.100
86 O -0.84 7.72 -1.32  C85 1.443, C87 1.410
87 C -1.07 6.65 -2.20  O86 1.410, C88 1.504, H97 1.093, H98 1.114
88 C -0.72 5.26 -1.76  C87 1.504, N89 1.440, H99 1.130, H100 1.105
89 N -1.57 4.58 -0.82  C88 1.440, C90 1.427, H101 1.015
90 C -1.98 5.36 0.31  N89 1.427, C91 1.469, H102 1.102, H103 1.080
91 C -3.14 4.77 0.98  C90 1.469, O92 1.370, H104 1.104, H105 1.092
92 O -2.89 3.54 1.54  C91 1.370, C93 1.440
93 C -4.04 2.90 2.12  O92 1.440, H106 1.094, H107 1.117, H108 1.074
94 H 0.94 8.51 -2.23  C85 1.098
95 H 1.25 7.23 -1.02  C85 1.126
96 H 0.67 8.82 -0.50  C85 1.100
97 H -0.65 6.84 -3.19  C87 1.093
98 H -2.16 6.70 -2.44  C87 1.114
99 H 0.33 5.25 -1.34  C88 1.130
100 H -0.69 4.62 -2.66  C88 1.105
101 H -1.18 3.68 -0.55  N89 1.015
102 H -2.27 6.37 -0.02  C90 1.102
103 H -1.17 5.61 0.97  C90 1.080
104 H -3.91 4.70 0.19  C91 1.104
105 H -3.55 5.43 1.75  C91 1.092
106 H -4.86 2.84 1.40  C93 1.094
107 H -4.36 3.44 3.04  C93 1.117
108 H -3.74 1.89 2.35  C93 1.074
109 C -4.86 -1.08 2.21  O110 1.403, H118 1.096, H119 1.090, H120 1.091
110 O -5.40 -0.45 3.33  C109 1.403, C111 1.420
111 C -6.72 -0.05 3.03  O110 1.420, C112 1.483, H121 1.071, H122 1.110
112 C -7.40 0.53 4.21  C111 1.483, N113 1.464, H123 1.138, H124 1.105
113 N -7.81 -0.51 5.16  C112 1.464, C114 1.520, H125 1.021
114 C -8.93 -0.18 6.14  N113 1.520, C115 1.538, H126 1.091, H127 1.079
115 C -8.59 0.89 7.19  C114 1.538, O116 1.443, H128 1.106, H129 1.123
116 O -7.53 0.37 8.02  C115 1.443, C117 1.422
117 C -7.33 1.23 9.14  O116 1.422, H130 1.114, H131 1.120, H132 1.125
118 H -3.79 -1.25 2.40  C109 1.096
119 H -5.05 -0.54 1.28  C109 1.090
120 H -5.34 -2.04 2.01  C109 1.091
121 H -7.28 -0.89 2.67  C111 1.071
122 H -6.69 0.73 2.24  C111 1.110
123 H -8.31 1.04 3.77  C112 1.138
124 H -6.80 1.37 4.61  C112 1.105
125 H -7.00 -0.87 5.67  N113 1.021
126 H -9.22 -1.07 6.70  C114 1.091
127 H -9.76 0.22 5.57  C114 1.079
128 H -9.43 1.24 7.81  C115 1.106
129 H -8.24 1.84 6.69  C115 1.123
130 H -8.19 1.17 9.84  C117 1.114
131 H -7.01 2.25 8.81  C117 1.120
132 H -6.46 0.72 9.64  C117 1.125
133 C 10.27 0.08 -6.71  O134 1.425, H142 1.092, H143 1.108, H144 1.077
134 O 9.19 -0.60 -6.08  C133 1.425, C135 1.431
135 C 8.65 0.26 -5.08  O134 1.431, C136 1.462, H145 1.045, H146 1.055
136 C 7.41 -0.23 -4.48  C135 1.462, N137 1.448, H147 1.102, H148 1.099
137 N 6.35 -0.44 -5.45  C136 1.448, C138 1.443, H149 1.016
138 C 5.17 -0.93 -4.77  N137 1.443, C139 1.472, H150 1.082, H151 1.139
139 C 4.20 -1.20 -5.85  C138 1.472, O140 1.447, H152 1.090, H153 1.093
140 O 4.68 -2.24 -6.74  C139 1.447, C141 1.421
141 C 3.75 -2.70 -7.71  O140 1.421, H154 1.072, H155 1.121, H156 1.128
142 H 10.06 1.12 -6.97  C133 1.092
143 H 10.47 -0.53 -7.61  C133 1.108
144 H 11.15 0.10 -6.08  C133 1.077
145 H 8.52 1.22 -5.49  C135 1.045
146 H 9.35 0.40 -4.30  C135 1.055
147 H 7.04 0.44 -3.69  C136 1.102
148 H 7.63 -1.18 -3.97  C136 1.099
149 H 6.59 -1.04 -6.23  N137 1.016
150 H 4.82 -0.18 -4.08  C138 1.082
151 H 5.41 -1.92 -4.25  C138 1.139
152 H 4.12 -0.37 -6.54  C139 1.090
153 H 3.18 -1.49 -5.55  C139 1.093
154 H 2.99 -3.30 -7.24  C141 1.072
155 H 4.40 -3.18 -8.49  C141 1.121
156 H 3.21 -1.80 -8.13  C141 1.128
157 C 2.78 -4.39 1.85  O158 1.409, H166 1.043, H167 1.079, H168 1.089
158 O 2.59 -4.80 3.19  C157 1.409, C159 1.438
159 C 2.12 -3.71 3.99  O158 1.438, C160 1.548, H169 1.118, H170 1.102
160 C 1.97 -4.24 5.44  C159 1.548, N161 1.446, H171 1.129, H172 1.125
161 N 3.25 -4.57 6.03  C160 1.446, C162 1.482, H173 0.979
162 C 3.17 -5.08 7.41  N161 1.482, C163 1.512, H174 1.125, H175 1.063
163 C 2.64 -6.49 7.56  C162 1.512, O164 1.466, H176 1.061, H177 1.073
164 O 3.55 -7.53 7.05  C163 1.466, C165 1.399
165 C 4.72 -7.70 7.79  O164 1.399, H178 1.081, H179 1.075, H180 1.081
166 H 2.02 -3.81 1.44  C157 1.043
167 H 2.92 -5.26 1.23  C157 1.079
168 H 3.69 -3.79 1.76  C157 1.089
169 H 1.11 -3.36 3.67  C159 1.118
170 H 2.83 -2.87 4.09  C159 1.102
171 H 1.18 -5.04 5.39  C160 1.129
172 H 1.60 -3.35 6.02  C160 1.125
173 H 3.81 -5.09 5.42  N161 0.979
174 H 2.39 -4.40 7.85  C162 1.125
175 H 4.12 -4.89 7.86  C162 1.063
176 H 1.71 -6.63 7.07  C163 1.061
177 H 2.43 -6.72 8.58  C163 1.073
178 H 5.05 -6.85 8.37  C165 1.081
179 H 5.51 -8.03 7.14  C165 1.075
180 H 4.52 -8.44 8.55  C165 1.081
181 C -5.04 3.00 -1.61  O182 1.406, H190 1.097, H191 1.093, H192 1.106
182 O -5.64 1.80 -2.03  C181 1.406, C183 1.422
183 C -5.85 1.01 -0.87  O182 1.422, C184 1.523, H193 1.130, H194 1.098
184 C -6.12 -0.45 -1.21  C183 1.523, N185 1.465, H195 1.116, H196 1.077
185 N -4.80 -1.04 -1.43  C184 1.465, C186 1.467, H197 1.023
186 C -4.93 -2.44 -1.86  N185 1.467, C187 1.531, H198 1.132, H199 1.080
187 C -3.56 -3.09 -2.07  C186 1.531, O188 1.403, H200 1.075, H201 1.119
188 O -3.75 -4.35 -2.65  C187 1.403, C189 1.399
189 C -2.53 -4.98 -2.96  O188 1.399, H202 1.067, H203 1.102, H204 1.110
190 H -5.71 3.46 -0.87  C181 1.097
191 H -4.94 3.66 -2.48  C181 1.093
192 H -4.03 2.88 -1.18  C181 1.106
193 H -6.64 1.40 -0.15  C183 1.130
194 H -4.95 1.02 -0.24  C183 1.098
195 H -6.82 -0.51 -2.07  C184 1.116
196 H -6.63 -0.87 -0.35  C184 1.077
197 H -4.38 -0.61 -2.25  N185 1.023
198 H -5.51 -2.64 -2.81  C186 1.132
199 H -5.44 -2.95 -1.06  C186 1.080
200 H -2.99 -3.06 -1.16  C187 1.075
201 H -3.00 -2.44 -2.79  C187 1.119
202 H -1.83 -4.91 -2.15  C189 1.067
203 H -2.05 -4.53 -3.83  C189 1.102
204 H -2.83 -6.04 -3.12  C189 1.110
205 C -5.33 3.02 6.59  O206 1.432, H214 1.054, H215 1.111, H216 1.087
206 O -4.18 3.20 5.76  C205 1.432, C207 1.378
207 C -3.79 4.51 5.85  O206 1.378, C208 1.536, H217 1.114, H218 1.112
208 C -2.38 4.70 5.27  C207 1.536, N209 1.456, H219 1.098, H220 1.092
209 N -1.43 3.97 6.10  C208 1.456, C210 1.465, H221 1.025
210 C -0.02 4.19 5.77  N209 1.465, C211 1.512, H222 1.121, H223 1.090
211 C 0.35 3.86 4.34  C210 1.512, O212 1.456, H224 1.095, H225 1.081
212 O 1.72 4.28 4.05  C211 1.456, C213 1.403
213 C 2.05 3.97 2.73  O212 1.403, H226 1.087, H227 1.095, H228 1.117
214 H -5.17 3.25 7.60  C205 1.054
215 H -5.72 1.98 6.60  C205 1.111
216 H -6.14 3.64 6.21  C205 1.087
217 H -3.75 4.84 6.91  C207 1.114
218 H -4.42 5.26 5.32  C207 1.112
219 H -2.11 5.76 5.42  C208 1.098
220 H -2.30 4.42 4.22  C208 1.092
221 H -1.69 2.98 6.10  N209 1.025
222 H 0.65 3.68 6.51  C210 1.121
223 H 0.17 5.25 5.97  C210 1.090
224 H -0.25 4.48 3.67  C211 1.095
225 H 0.22 2.80 4.14  C211 1.081
226 H 3.02 4.39 2.48  C213 1.087
227 H 1.35 4.25 1.94  C213 1.095
228 H 2.07 2.85 2.68  C213 1.117
229 C -0.77 -7.38 0.43  O230 1.444, H238 1.108, H239 1.117, H240 1.066
230 O -1.41 -6.46 1.33  C229 1.444, C231 1.428
231 C -1.69 -5.14 0.84  O230 1.428, C232 1.459, H241 1.081, H242 1.123
232 C -2.50 -4.53 1.89  C231 1.459, N233 1.442, H243 1.117, H244 1.082
233 N -1.71 -4.35 3.09  C232 1.442, C234 1.475, H245 1.038
234 C -2.57 -4.01 4.24  N233 1.475, C235 1.536, H246 1.086, H247 1.082
235 C -1.74 -4.03 5.54  C234 1.536, O236 1.419, H248 1.097, H249 1.067
236 O -1.49 -5.35 6.01  C235 1.419, C237 1.387
237 C -1.15 -5.49 7.34  O236 1.387, H250 1.136, H251 1.109, H252 1.108
238 H 0.15 -6.94 -0.01  C229 1.108
239 H -1.48 -7.81 -0.33  C229 1.117
240 H -0.43 -8.14 1.09  C229 1.066
241 H -2.18 -5.13 -0.12  C231 1.081
242 H -0.70 -4.62 0.72  C231 1.123
243 H -3.42 -5.14 2.01  C232 1.117
244 H -2.92 -3.57 1.63  C232 1.082
245 H -1.17 -5.21 3.30  N233 1.038
246 H -3.37 -4.73 4.35  C234 1.086
247 H -2.93 -3.02 4.01  C234 1.082
248 H -2.39 -3.45 6.21  C235 1.097
249 H -0.89 -3.40 5.45  C235 1.067
250 H -0.95 -6.59 7.55  C237 1.136
251 H -1.88 -5.03 8.03  C237 1.109
252 H -0.18 -5.03 7.61  C237 1.108
253 C 1.85 -3.22 -1.58  O254 1.424, H262 1.097, H263 1.104, H264 1.069
254 O 2.94 -3.70 -0.82  C253 1.424, C255 1.447
255 C 4.13 -3.54 -1.64  O254 1.447, C256 1.513, H265 1.101, H266 1.113
256 C 5.37 -3.55 -0.78  C255 1.513, N257 1.475, H267 1.115, H268 1.101
257 N 6.57 -3.35 -1.62  C256 1.475, C258 1.469, H269 1.039
258 C 7.78 -3.51 -0.81  N257 1.469, C259 1.528, H270 1.074, H271 1.108
259 C 8.99 -3.16 -1.67  C258 1.528, O260 1.377, H272 1.067, H273 1.154
260 O 9.13 -4.05 -2.71  C259 1.377, C261 1.447
261 C 10.14 -3.58 -3.64  O260 1.447, H274 1.066, H275 1.141, H276 1.089
262 H 1.58 -3.91 -2.39  C253 1.097
263 H 2.06 -2.26 -2.08  C253 1.104
264 H 1.07 -3.00 -0.89  C253 1.069
265 H 4.07 -2.57 -2.16  C255 1.101
266 H 4.25 -4.31 -2.43  C255 1.113
267 H 5.45 -4.55 -0.28  C256 1.115
268 H 5.23 -2.73 -0.06  C256 1.101
269 H 6.65 -4.01 -2.43  N257 1.039
270 H 7.81 -4.53 -0.46  C258 1.074
271 H 7.66 -2.75 -0.01  C258 1.108
272 H 9.88 -3.12 -1.09  C259 1.067
273 H 8.82 -2.08 -2.02  C259 1.154
274 H 10.18 -4.34 -4.39  C261 1.066
275 H 11.14 -3.49 -3.09  C261 1.141
276 H 9.75 -2.66 -4.07  C261 1.089
277 C -0.20 -1.57 1.81  O278 1.436, H286 1.075, H287 1.057, H288 1.124
278 O 0.10 -0.16 1.88  C277 1.436, C279 1.412
279 C -1.03 0.67 1.80  O278 1.412, C280 1.549, H289 1.093, H290 1.133
280 C -1.58 0.85 0.36  C279 1.549, N281 1.441, H291 1.095, H292 1.080
281 N -0.57 1.48 -0.46  C280 1.441, C282 1.496, H293 0.969
282 C -0.85 1.48 -1.93  N281 1.496, C283 1.488, H294 1.111, H295 1.118
283 C 0.38 1.72 -2.74  C282 1.488, O284 1.470, H296 1.098, H297 1.084
284 O 1.22 0.51 -2.72  C283 1.470, C285 1.416
285 C 2.44 0.73 -3.40  O284 1.416, H298 1.105, H299 1.105, H300 1.131
286 H -0.92 -1.93 2.52  C277 1.075
287 H 0.70 -2.07 2.06  C277 1.057
288 H -0.54 -1.86 0.78  C277 1.124
289 H -0.67 1.67 2.04  C279 1.093
290 H -1.81 0.36 2.56  C279 1.133
291 H -2.44 1.53 0.41  C280 1.095
292 H -1.93 -0.10 -0.02  C280 1.080
293 H 0.28 1.06 -0.27  N281 0.969
294 H -1.66 2.17 -2.25  C282 1.111
295 H -1.26 0.49 -2.27  C282 1.118
296 H 0.93 2.51 -2.23  C283 1.098
297 H 0.26 2.01 -3.78  C283 1.084
298 H 2.24 1.05 -4.44  C285 1.105
299 H 3.05 -0.18 -3.28  C285 1.105
300 H 2.92 1.65 -2.96  C285 1.131
301 C -0.83 -0.66 -5.56  O302 1.461, H310 1.096, H311 1.077, H312 1.075
302 O 0.32 -0.28 -6.38  C301 1.461, C303 1.435
303 C 0.04 -0.14 -7.78  O302 1.435, C304 1.557, H313 1.085, H314 1.091
304 C -0.81 1.15 -7.97  C303 1.557, N305 1.453, H315 1.095, H316 1.076
305 N -0.05 2.29 -7.48  C304 1.453, C306 1.424, H317 1.047
306 C -0.89 3.42 -7.24  N305 1.424, C307 1.521, H318 1.099, H319 1.076
307 C -0.16 4.57 -6.57  C306 1.521, O308 1.453, H320 1.111, H321 1.146
308 O 0.13 4.25 -5.18  C307 1.453, C309 1.396
309 C 1.00 5.22 -4.68  O308 1.396, H322 1.146, H323 1.088, H324 1.089
310 H -0.72 -0.13 -4.61  C301 1.096
311 H -0.69 -1.71 -5.35  C301 1.077
312 H -1.82 -0.51 -5.94  C301 1.075
313 H -0.46 -1.01 -8.21  C303 1.085
314 H 0.95 0.00 -8.36  C303 1.091
315 H -1.71 1.04 -7.36  C304 1.095
316 H -1.15 1.31 -8.98  C304 1.076
317 H 0.46 1.98 -6.62  N305 1.047
318 H -1.83 3.23 -6.71  C306 1.099
319 H -1.19 3.84 -8.19  C306 1.076
320 H -0.77 5.50 -6.61  C307 1.111
321 H 0.84 4.73 -7.11  C307 1.146
322 H 2.04 5.01 -5.13  C309 1.146
323 H 1.12 5.04 -3.62  C309 1.088
324 H 0.67 6.22 -4.92  C309 1.089